C6H16Cl2FN2NbOPS | the ωB97M-V functional and the def2-TZVPD basis

CARTESIAN COORDINATES (ANGSTROEM)
C 4.336 1.333 -0.492
C 3.610 0.638 -1.682
Cl 4.271 1.038 -3.349
C 2.521 -0.222 -1.606
Cl 1.877 -0.921 -3.182
Nb 1.567 -0.807 0.383
C -0.394 0.270 -0.015
C -0.577 0.850 -1.459
F -1.816 1.612 -1.519
P 0.748 -3.004 -0.720
S 0.001 -4.190 0.673
H 4.314 0.761 0.464
H 5.427 1.407 -0.790
H 3.999 2.403 -0.352
H 3.096 -1.697 0.822
H 0.872 -1.412 1.948
H 2.253 0.682 1.212
H -1.258 -0.431 0.174
H -0.487 1.116 0.729
H -0.731 0.015 -2.201
H 0.255 1.538 -1.747
H -0.245 -2.749 -1.727
H 1.858 -3.688 -1.337
C -4.079 0.323 2.090
O -3.241 -0.516 2.371
N -4.895 0.888 3.028
N -4.273 0.768 0.820
H -5.590 1.578 2.819
H -4.779 0.583 3.977
H -3.686 0.377 0.101
H -4.955 1.457 0.567

Values from the calculation:
frontier orbital gap: 5.7 eV
molar mass: 378.06 g mol⁻¹
HOMO: -0.156 hartree
charge: -1
E: -2239.56639 a.u.
energy above the lowest of the compared OMol25 structures with the same formula, charge and spin: 38.3 kcal/mol

C6H16ClIN2OPPrS | the ωB97M-V functional and the def2-TZVPD basis

CARTESIAN COORDINATES (ANGSTROEM)
C 2.021 -1.293 -0.370
I 2.645 1.495 -0.063
H 1.108 -0.713 -0.502
H 1.771 -2.249 0.129
H 2.444 -1.505 -1.385
Pr -1.890 0.822 1.939
P -0.512 0.377 -2.101
C 0.887 0.810 -3.221
C -1.272 -0.950 -3.118
H -2.605 1.554 -2.064
H -1.846 1.676 -3.690
H -1.238 2.686 -2.330
C -1.666 1.716 -2.607
H -2.213 -1.255 -2.642
H -1.471 -0.584 -4.134
H 0.539 0.869 -4.260
H 1.681 0.060 -3.143
H -0.597 -1.813 -3.162
H 1.297 1.774 -2.897
C 3.038 -0.558 0.413
O 3.876 -0.940 1.173
Cl -3.004 -1.044 0.690
N -0.256 -1.059 5.246
C -0.453 -0.314 4.147
N -0.875 1.043 4.376
S 0.091 -0.793 2.619
H -0.437 -0.726 6.199
H 0.208 -1.972 5.157
H -0.047 1.671 4.258
H -1.222 1.218 5.342

Values from the calculation:
frontier orbital gap (alpha / beta): 4.9 / 5.6 eV
multiplicity: 3
molar mass: 498.51 g mol⁻¹
expectation value of S²: 2.01
HOMO (alpha / beta): -0.523 / -0.524 hartree
charge: +2
E: -2436.85362 a.u.
energy above the lowest of the compared OMol25 structures with the same formula, charge and spin: 17.3 kcal/mol

C6H16FeP2S4 | the ωB97M-V functional and the def2-TZVPD basis

CARTESIAN COORDINATES (ANGSTROEM)
Fe 0.689 0.585 -1.332
C -2.919 1.298 -0.647
P -1.226 0.910 -0.098
C -0.876 2.293 1.042
C -1.461 -0.482 1.089
C -0.097 -0.877 1.687
P 1.178 -0.940 0.352
C 0.680 -2.477 -0.516
C 2.674 -1.494 1.234
H -2.892 2.224 -1.223
H -3.591 1.417 0.205
H -3.289 0.506 -1.297
H -1.558 2.283 1.894
H -0.992 3.224 0.486
H 0.155 2.248 1.394
H -1.881 -1.322 0.528
H -2.179 -0.206 1.864
H -0.144 -1.841 2.197
H 0.224 -0.130 2.417
H 0.395 -3.257 0.193
H 1.524 -2.812 -1.120
H -0.146 -2.282 -1.201
H 2.469 -2.394 1.816
H 3.029 -0.706 1.897
H 3.454 -1.704 0.502
S 2.280 -0.191 -2.678
S 2.423 0.855 -4.384
S 1.770 2.824 -3.818
S 0.310 2.451 -2.485

Values from the calculation:
frontier orbital gap (alpha / beta): 6.9 / 6.5 eV
multiplicity: 5
molar mass: 334.25 g mol⁻¹
expectation value of S²: 6.04
HOMO (alpha / beta): -0.240 / -0.247 hartree
E: -3777.41212 a.u.

C6H16IInNOS | the ωB97M-V functional and the def2-TZVPD basis

CARTESIAN COORDINATES (ANGSTROEM)
N 0.352 -1.739 0.640
In -0.769 -0.282 -0.418
S -0.932 -0.863 -2.876
C -2.833 -0.233 0.377
C -3.821 -1.319 -0.078
C -3.189 -2.702 -0.268
I -4.133 -4.271 0.882
H 1.047 -2.204 0.063
H -0.211 -2.481 1.046
H 0.021 1.252 -0.376
H -1.605 -2.017 -2.812
H -2.812 -0.173 1.468
H -3.224 0.730 0.033
H -4.258 -1.027 -1.035
H -4.652 -1.406 0.625
H -3.262 -3.084 -1.281
H -2.154 -2.741 0.056
C 3.130 3.084 -0.616
C 3.099 2.371 0.719
O 2.068 2.189 1.311
C 4.430 1.879 1.252
H 2.117 3.365 -0.893
H 3.767 3.969 -0.560
H 3.546 2.425 -1.381
H 5.118 2.718 1.380
H 4.884 1.187 0.540
H 4.275 1.375 2.203

Values from the calculation:
frontier orbital gap: 7.0 eV
molar mass: 391.99 g mol⁻¹
HOMO: -0.161 hartree
charge: -1
E: -1254.24698 a.u.

C6H16IN2 | the ωB97M-V functional and the def2-TZVPD basis

CARTESIAN COORDINATES (ANGSTROEM)
C 2.637 1.652 -1.118
C 1.342 1.680 -0.445
C 1.152 0.297 0.277
C 1.846 0.380 1.618
N -0.356 -0.033 0.563
C -1.089 -0.361 -0.674
N -2.373 -1.206 0.035
C -2.785 -2.271 -0.885
I -3.819 0.220 0.636
H 2.886 2.487 -1.683
H 2.816 0.886 -1.775
H 3.470 1.674 -0.437
H 1.250 2.411 0.321
H 0.479 1.863 -1.154
H 1.504 -0.458 -0.350
H 1.290 0.806 2.492
H 2.702 1.074 1.578
H 2.247 -0.626 1.972
H -0.878 0.698 1.052
H -0.256 -0.734 1.328
H -1.331 0.628 -1.212
H -0.460 -1.015 -1.337
H -1.998 -2.906 -1.089
H -3.683 -2.820 -0.471
H -3.210 -2.010 -1.786

Values from the calculation:
frontier orbital gap: 8.8 eV
molar mass: 243.11 g mol⁻¹
SMILES: CC[C@@H](C)[NH2+]CN(C)I
HOMO: -0.468 hartree
charge: +1
E: -645.07604 a.u.
energy above the lowest of the compared OMol25 structures with the same formula, charge and spin: 37.3 kcal/mol

C6H16N | the ωB97M-V functional and the def2-TZVPD basis

CARTESIAN COORDINATES (ANGSTROEM)
C 2.536 0.016 0.471
C 1.264 -0.540 -0.224
C 0.168 -0.528 0.865
C -1.284 -0.351 0.456
C -1.719 -1.142 -0.765
C -1.683 1.095 0.467
N 0.703 0.225 -1.308
H 2.726 -0.415 1.446
H 3.373 -0.083 -0.213
H 2.403 1.099 0.541
H 1.512 -1.540 -0.592
H 0.409 0.396 1.418
H 0.406 -1.391 1.496
H -1.739 -0.851 1.325
H -1.606 -2.227 -0.729
H -1.231 -0.714 -1.646
H -2.797 -0.991 -0.898
H -1.108 1.581 -0.389
H -2.739 1.184 0.220
H -1.480 1.627 1.390
H 1.292 0.255 -2.147
H 0.046 2.113 -0.335
H 0.549 1.181 -0.848

Values from the calculation:
frontier orbital gap: 6.6 eV
molar mass: 102.20 g mol⁻¹
HOMO: -0.533 hartree
charge: +1
E: -292.49711 a.u.
energy above the lowest of the compared OMol25 structures with the same formula, charge and spin: 142.5 kcal/mol

C6H16N | the ωB97M-V functional and the def2-TZVPD basis

CARTESIAN COORDINATES (ANGSTROEM)
C 3.081 -0.301 -0.055
C 1.736 -1.007 -0.050
C 0.771 -0.518 1.064
C -0.163 0.610 0.596
C -1.310 0.066 -0.223
C -2.661 0.051 0.441
N -1.487 0.900 -1.511
H 3.772 -0.789 0.605
H 3.516 -0.227 -1.057
H 3.034 0.746 0.277
H 1.207 -0.862 -1.001
H 1.893 -2.073 0.075
H 1.388 -0.154 1.887
H 0.202 -1.348 1.475
H -0.496 1.099 1.501
H 0.429 1.358 0.085
H -1.040 -0.918 -0.584
H -3.528 -0.056 -0.228
H -2.870 0.959 1.005
H -2.768 -0.794 1.121
H -2.105 0.378 -2.135
H -0.646 1.116 -2.047
H -1.956 1.765 -1.240

Values from the calculation:
frontier orbital gap: 11.2 eV
molar mass: 102.20 g mol⁻¹
SMILES: CCCC[C@@H](C)[NH3+]
HOMO: -0.540 hartree
charge: +1
E: -292.71419 a.u.
energy above the lowest of the compared OMol25 structures with the same formula, charge and spin: 6.3 kcal/mol

C6H16N | the ωB97M-V functional and the def2-TZVPD basis

CARTESIAN COORDINATES (ANGSTROEM)
C -0.133 -2.582 -1.125
C 1.666 -1.131 -1.939
N 1.159 -2.283 -1.746
H 0.020 -3.254 -0.284
H -0.772 -3.106 -1.835
H -0.575 -1.638 -0.824
H 1.027 -0.277 -1.756
H 2.692 -1.080 -2.277
H 1.776 -3.076 -1.902
C -1.536 1.312 -0.026
C -0.463 1.724 0.996
C -0.821 1.358 2.422
C 0.864 1.089 0.561
H -1.165 1.598 -1.014
H -1.656 0.221 0.000
H -2.525 1.727 0.144
H -0.365 2.811 0.938
H -0.002 1.671 3.073
H -1.014 0.290 2.562
H -1.720 1.878 2.755
H 1.155 1.519 -0.403
H 1.687 1.216 1.262
H 0.703 0.014 0.418

Values from the calculation:
frontier orbital gap: 9.2 eV
molar mass: 102.20 g mol⁻¹
HOMO: -0.528 hartree
charge: +1
E: -292.67852 a.u.
energy above the lowest of the compared OMol25 structures with the same formula, charge and spin: 28.7 kcal/mol

C6H16N | the ωB97M-V functional and the def2-TZVPD basis

CARTESIAN COORDINATES (ANGSTROEM)
C -0.361 0.668 -2.063
C 0.560 0.908 -0.970
C -0.094 0.680 0.437
C 0.647 1.396 1.509
C -0.329 -0.804 0.742
C -1.520 -1.430 0.008
N 0.993 -1.465 0.646
H -0.241 -0.298 -2.579
H -0.007 1.438 -2.907
H -1.399 0.946 -2.076
H 1.526 0.248 -1.062
H 0.939 2.059 -0.874
H -1.147 1.161 0.536
H 0.057 1.722 2.326
H 1.059 2.430 1.310
H 1.409 0.698 1.979
H -0.608 -1.004 1.805
H -1.719 -2.328 0.393
H -1.492 -1.588 -1.088
H -2.490 -0.771 0.145
H 1.326 -1.292 -0.337
H 1.285 -2.478 0.851
H 1.607 -0.897 1.268

Values from the calculation:
frontier orbital gap: 10.9 eV
molar mass: 102.20 g mol⁻¹
SMILES: CC[C@H](C)[C@@H](C)[NH3+]
HOMO: -0.532 hartree
charge: +1
E: -292.64502 a.u.
energy above the lowest of the compared OMol25 structures with the same formula, charge and spin: 49.7 kcal/mol

C6H16N | the ωB97M-V functional and the def2-TZVPD basis

CARTESIAN COORDINATES (ANGSTROEM)
C -1.916 -2.209 0.885
C -1.800 -1.151 -0.220
C -1.351 0.171 0.244
C -0.795 1.201 -0.724
C 0.255 0.753 -1.774
C 1.530 0.331 -0.942
N 1.306 -0.987 -0.343
H -2.500 -1.897 1.773
H -0.923 -2.334 1.344
H -2.249 -3.183 0.512
H -1.264 -1.553 -1.099
H -2.758 -1.064 -0.804
H 0.584 -0.797 0.361
H -2.162 0.573 0.860
H -0.393 2.021 -0.126
H -1.680 1.606 -1.248
H 0.416 1.645 -2.373
H -0.025 -0.080 -2.409
H 2.461 0.362 -1.507
H 1.557 1.161 -0.216
H 4.618 3.021 3.787
H 4.950 3.674 3.853
H 2.139 -1.265 0.168

Values from the calculation:
frontier orbital gap: 6.3 eV
molar mass: 102.20 g mol⁻¹
HOMO: -0.506 hartree
charge: +1
E: -292.54663 a.u.
energy above the lowest of the compared OMol25 structures with the same formula, charge and spin: 111.4 kcal/mol

C6H16N | the ωB97M-V functional and the def2-TZVPD basis

CARTESIAN COORDINATES (ANGSTROEM)
C -0.368 -0.288 2.478
C 0.316 0.072 1.153
C -0.329 -0.561 -0.005
C -0.527 0.062 -1.282
C -2.061 0.170 -1.526
C 0.204 1.388 -1.598
N 1.774 -0.206 1.090
H -0.101 0.434 3.245
H -0.051 -1.288 2.784
H -1.450 -0.271 2.350
H 0.177 1.141 1.019
H 4.443 -2.739 -1.016
H -0.282 -1.653 -0.019
H -0.146 -0.592 -2.080
H -2.578 -0.777 -1.388
H -2.535 0.779 -0.751
H -2.271 0.632 -2.486
H -0.080 1.680 -2.605
H 1.279 1.421 -1.489
H -0.229 2.090 -0.916
H 1.946 -0.721 0.218
H 3.766 -2.680 -1.335
H 1.905 -0.980 1.746

Values from the calculation:
frontier orbital gap: 8.3 eV
molar mass: 102.20 g mol⁻¹
HOMO: -0.555 hartree
charge: +1
E: -292.57839 a.u.
energy above the lowest of the compared OMol25 structures with the same formula, charge and spin: 91.5 kcal/mol

C6H16N | the ωB97M-V functional and the def2-TZVPD basis

CARTESIAN COORDINATES (ANGSTROEM)
C 0.592 2.471 -0.898
C 0.361 0.935 -0.871
C 0.507 0.371 0.608
C -0.863 -0.097 1.312
C -1.327 -1.394 0.546
C -0.952 -2.651 1.521
N 1.425 0.380 -1.857
H 1.024 2.739 -1.905
H 1.222 3.123 -0.269
H -0.371 2.975 -0.721
H -0.513 0.633 -1.489
H 0.980 1.075 1.166
H 1.077 -0.452 0.544
H -0.836 -0.166 2.361
H -1.488 0.743 1.242
H -0.843 -1.383 -0.459
H -2.361 -1.270 0.252
H -1.688 -2.776 2.158
H -0.817 -3.638 0.935
H -0.097 -2.521 2.155
H 0.983 0.265 -2.801
H 1.520 -0.603 -1.659
H 2.333 0.785 -1.818

Values from the calculation:
frontier orbital gap (alpha / beta): 12.8 / 5.5 eV
multiplicity: 2
molar mass: 102.20 g mol⁻¹
expectation value of S²: 0.75
HOMO (alpha / beta): -0.731 / -0.729 hartree
charge: +2
E: -292.10656 a.u.
energy above the lowest of the compared OMol25 structures with the same formula, charge and spin: 100.3 kcal/mol